This record from OMol25 describes 13 unconnected molecules or ions with the total composition C52H104O26 at a distorted geometry. The level of theory is ωB97M-V/def2-TZVPD.

Its HOMO-LUMO gap is 0.3735 Eh. The calculation puts the total energy at -4000.01129 hartree. The molecular weight comes out at 1145.38 g/mol. For the HOMO energy, the calculation gives -0.3583 Eh. As for the largest force on an atom: 0.09230 hartree/bohr. The LUMO energy comes out at 0.42 eV. The energy relative to the best compared isomer or geometry (same formula, charge and spin) is 4.166 eV.

Cartesian coordinates (Å):
1 O 3.607860 -12.230770 25.037490
2 C 3.000093 -11.813379 26.053022
3 O 1.751402 -12.125226 26.253013
4 C 1.034141 -12.596590 25.031790
5 C -0.471178 -12.701552 25.372068
6 C 3.618808 -10.883029 26.964767
7 H 1.663368 -13.443674 24.652082
8 H 1.180135 -11.748864 24.335612
9 H -0.823477 -11.705173 25.514311
10 H -0.531896 -13.305637 26.240695
11 H -0.929730 -13.237761 24.546152
12 H 4.355052 -10.318460 26.373919
13 H 4.010093 -11.374390 27.856881
14 H 2.883504 -10.174303 27.321264
15 O 15.598783 -8.593195 29.045018
16 C 14.572085 -8.126609 29.445789
17 O 13.407245 -8.275642 28.791888
18 C 13.485537 -8.932414 27.502917
19 C 12.101041 -9.540555 27.226217
20 C 14.271509 -7.386955 30.661296
21 H 14.314345 -9.656425 27.437336
22 H 13.762645 -8.079442 26.885843
23 H 11.297652 -8.807036 26.976442
24 H 11.854914 -10.216883 28.047514
25 H 12.151240 -10.026682 26.210671
26 H 13.242060 -7.678803 30.822809
27 H 14.233973 -6.354082 30.448067
28 H 15.005159 -7.406369 31.464116
29 O 7.130598 -6.459295 22.749436
30 C 6.791385 -5.781374 23.679947
31 O 7.531381 -4.686924 24.139190
32 C 8.919496 -4.592166 23.611587
33 C 9.953253 -4.718648 24.707355
34 C 5.514276 -5.986431 24.424344
35 H 8.932450 -3.591701 23.098066
36 H 9.039955 -5.386963 22.848426
37 H 9.869324 -3.949109 25.464034
38 H 11.034222 -4.735037 24.370940
39 H 9.864960 -5.654895 25.212563
40 H 4.833219 -6.198688 23.645842
41 H 5.365890 -5.059534 24.987809
42 H 5.575877 -6.791567 25.201804
43 O 7.512366 -6.992364 18.203893
44 C 8.498051 -7.700801 18.235464
45 O 8.889308 -8.349728 19.296491
46 C 7.864212 -8.592556 20.340589
47 C 7.067786 -9.838253 20.047587
48 C 9.523219 -7.776204 17.167357
49 H 7.253941 -7.679494 20.370230
50 H 8.429384 -8.714358 21.287845
51 H 7.798612 -10.615362 19.790606
52 H 6.452303 -9.671777 19.203706
53 H 6.543430 -10.143127 20.947496
54 H 9.018865 -7.603678 16.224190
55 H 9.891645 -8.806187 17.167723
56 H 10.285875 -7.054558 17.354374
57 O 4.514972 -16.557835 20.627452
58 C 4.561735 -16.299714 19.467778
59 O 5.062058 -15.225096 18.888304
60 C 5.754445 -14.219733 19.726466
61 C 7.057667 -14.021198 19.008881
62 C 4.063337 -17.318976 18.427949
63 H 5.966160 -14.736588 20.674705
64 H 5.157081 -13.349434 19.884999
65 H 7.643138 -14.914777 18.684479
66 H 7.822726 -13.472565 19.489234
67 H 6.763847 -13.504318 18.136906
68 H 3.994433 -16.836425 17.483642
69 H 3.160914 -17.782982 18.825729
70 H 4.802653 -18.105883 18.546661
71 O 3.453733 -11.883003 19.864611
72 C 2.404741 -11.766946 19.229161
73 O 2.299976 -12.003821 17.908348
74 C 3.427197 -12.397931 17.148397
75 C 4.542605 -11.421217 17.034979
76 C 1.139132 -11.470407 19.865160
77 H 3.031530 -12.648733 16.156887
78 H 3.701724 -13.341813 17.593211
79 H 5.456000 -11.764678 17.523960
80 H 4.271758 -10.489922 17.500903
81 H 4.761950 -11.055791 16.018256
82 H 1.025454 -12.065596 20.732253
83 H 0.234690 -11.656741 19.310397
84 H 1.086548 -10.446468 20.193705
85 O 1.969976 -6.900612 16.441674
86 C 2.423120 -8.012844 16.268866
87 O 3.596957 -8.461809 16.835285
88 C 4.413874 -7.612828 17.681685
89 C 4.130964 -7.809536 19.153141
90 C 1.718189 -9.036373 15.410101
91 H 4.293465 -6.600802 17.272537
92 H 5.430830 -7.867692 17.405277
93 H 3.126900 -7.485011 19.442378
94 H 4.868759 -7.317199 19.822224
95 H 4.283287 -8.849337 19.378153
96 H 2.450227 -9.629099 14.862621
97 H 0.967464 -8.598884 14.809034
98 H 1.315704 -9.798490 16.091879
99 O 3.871992 -8.216563 29.366890
100 C 4.952255 -8.507602 29.784663
101 O 5.702029 -9.413664 29.102393
102 C 6.840376 -10.058838 29.664214
103 C 7.471613 -10.799135 28.485196
104 C 5.691605 -7.888075 30.980727
105 H 6.666991 -10.742891 30.418505
106 H 7.526615 -9.302716 30.116441
107 H 8.066112 -10.165419 27.839585
108 H 6.716938 -11.362084 27.983246
109 H 8.207243 -11.454151 28.955787
110 H 5.877554 -8.630013 31.741178
111 H 5.057971 -7.146726 31.478949
112 H 6.615190 -7.474702 30.662336
113 O 7.211906 -14.636810 23.965901
114 C 6.076912 -14.879023 24.194044
115 O 5.512312 -14.540126 25.400422
116 C 6.243886 -13.783973 26.355461
117 C 7.060472 -14.691840 27.233083
118 C 5.117529 -15.635102 23.321320
119 H 5.524370 -13.205106 26.892378
120 H 6.854657 -12.999957 25.814274
121 H 7.744992 -15.291073 26.672313
122 H 6.373112 -15.320093 27.868937
123 H 7.694939 -14.174480 27.909323
124 H 5.167407 -15.263022 22.310216
125 H 4.117258 -15.500357 23.766593
126 H 5.358085 -16.657066 23.217743
127 O 6.725746 -9.121572 25.646963
128 C 7.470638 -9.199822 24.691717
129 O 7.165981 -9.903040 23.576542
130 C 5.837025 -10.518363 23.645587
131 C 4.799502 -9.524389 23.232818
132 C 8.903287 -8.688215 24.618348
133 H 5.733347 -10.781624 24.694176
134 H 5.921152 -11.427863 23.058975
135 H 5.409206 -8.876134 22.490388
136 H 4.493058 -8.707206 24.039383
137 H 3.893554 -9.961227 22.791172
138 H 9.593660 -9.459799 24.274773
139 H 9.250707 -8.293800 25.565076
140 H 8.931767 -8.011573 23.753274
141 O 10.339603 -14.703543 20.940379
142 C 10.318080 -13.555244 21.306864
143 O 10.206150 -13.203245 22.636889
144 C 10.297288 -14.103338 23.683434
145 C 9.960114 -13.356167 24.933947
146 C 10.271627 -12.386655 20.388319
147 H 11.218452 -14.733219 23.747719
148 H 9.529293 -14.828431 23.432158
149 H 10.454405 -12.339153 25.045698
150 H 10.281906 -13.975799 25.775937
151 H 8.883071 -13.265674 24.934885
152 H 10.504595 -12.694627 19.379283
153 H 11.010186 -11.648353 20.733948
154 H 9.306472 -11.862299 20.420283
155 O 9.499767 -7.385352 27.881996
156 C 8.744722 -6.695302 28.522074
157 O 8.874889 -6.532934 29.845588
158 C 10.092103 -6.974616 30.447740
159 C 10.288493 -8.457330 30.559827
160 C 7.649811 -5.845244 27.999617
161 H 10.150688 -6.392541 31.353901
162 H 10.956687 -6.676153 29.781540
163 H 11.352859 -8.625887 30.853630
164 H 10.008015 -9.008705 29.668796
165 H 9.773898 -8.933128 31.362177
166 H 6.876698 -5.559939 28.724625
167 H 7.179957 -6.374367 27.159986
168 H 8.141882 -4.906003 27.806200
169 O 0.464256 -9.109300 23.705571
170 C 1.152971 -8.129186 23.544432
171 O 1.631434 -7.342164 24.601550
172 C 1.294488 -7.841907 25.898975
173 C 1.604452 -6.715369 26.908312
174 C 1.430917 -7.555871 22.231073
175 H 1.806164 -8.765949 26.096986
176 H 0.265186 -8.107822 25.893798
177 H 1.101371 -5.823136 26.475970
178 H 2.594757 -6.390253 26.960953
179 H 1.204728 -6.999736 27.883768
180 H 1.357924 -6.483680 22.298549
181 H 1.034646 -8.073849 21.347359
182 H 2.589079 -7.709558 22.136689

Forces on atoms 1 to 3 (eV/Å):
-1.001 0.859 1.942
1.590 -1.793 -4.096
-1.829 -0.138 0.096